Entry from OMol25: one molecule with the formula C4H5FO (ωB97M-V/def2-TZVPD).

XYZ file:
```
11
Properties=species:S:1:pos:R:3
C 1.39 -0.39 -0.99
C 0.51 -0.80 -0.13
C -0.69 0.08 0.17
C -0.89 0.49 1.54
H 2.18 -1.12 -1.36
H 0.66 -1.79 0.34
H -0.96 0.87 -0.56
H -0.35 0.11 2.39
H -1.14 1.58 1.62
O -1.82 -0.43 1.00
F 1.36 0.83 -1.55
```

Computed properties:
HOMO level	-9.6	eV
SMILES string	F/C=C\[C@@H]1CO1
total energy	-8991.38467	eV
ΔE to the lowest compared entry with this formula, charge and spin	37.9	kcal per mole